1.
ORCA calculation (the ωB97M-V functional and the def2-TZVPD basis) on a single CHF2NS molecule in a non-equilibrium geometry.

Positions of all 6 atoms, in Å:
C -0.557 -0.507 -0.016
N -1.560 0.364 -0.298
F -1.406 1.657 0.167
F -2.840 0.014 0.016
S -0.733 -2.112 0.057
H 0.407 -0.006 0.011

As for the total charge: 0. The energy above the lowest of the compared OMol25 structures with the same formula, charge and spin is 0.000 eV. As for the multiplicity: 1. The frontier orbital gap comes out at 8.8 eV. As for the strongest force on any atom: 1.76 eV/Å. The calculation puts the HOMO energy at -9.56 eV. The SMILES is FN(F)C=S.

Here are the natural (NBO) charges for atoms 1 to 5, given in e:
1. C -0.20
2. N 0.29
3. F -0.20
4. F -0.17
5. S 0.04



2.
ORCA calculation (the ωB97M-V functional and the def2-TZVPD basis) on a molecular structure, C34H40GeHgN4O2PS2.

Positions of all 85 atoms, in Å:
Hg 0.187 -0.071 -0.031
N -4.942 -3.926 5.328
C -4.470 -3.609 4.031
C -5.344 -3.577 2.950
C -4.886 -3.231 1.687
C -3.553 -2.916 1.492
C -2.680 -2.922 2.570
C -3.134 -3.271 3.831
S -2.920 -2.528 -0.131
O -1.994 -3.606 -0.432
O -4.081 -2.433 -0.994
N -2.082 -1.212 0.023
C -2.662 0.012 0.332
N -3.858 0.142 0.851
C -4.225 1.447 1.186
C -3.349 2.509 1.025
C -2.099 2.282 0.485
N -1.751 0.996 0.082
H -5.718 -4.570 5.309
H -4.212 -4.288 5.922
H -6.393 -3.812 3.105
H -5.556 -3.181 0.838
H -1.646 -2.630 2.419
H -2.448 -3.274 4.673
H -5.214 1.574 1.611
H -3.636 3.511 1.329
H -1.354 3.058 0.362
C -1.488 0.004 4.546
S -0.381 0.148 3.134
C 1.194 -0.266 3.892
H -1.388 -0.972 5.026
H -2.502 0.101 4.158
H -1.309 0.792 5.282
H 1.488 0.474 4.640
H 1.914 -0.266 3.069
H 1.164 -1.260 4.343
C -0.229 -0.008 -5.119
P -0.555 0.201 -3.312
C -2.350 -0.176 -3.294
C -0.654 2.038 -3.247
H -0.936 0.568 -5.726
H -0.312 -1.066 -5.374
H 0.790 0.305 -5.352
H -2.873 0.314 -4.123
H -2.766 0.167 -2.347
H -2.514 -1.254 -3.340
H -1.302 2.440 -4.034
H 0.343 2.473 -3.343
H -1.062 2.318 -2.274
C 2.253 -0.101 0.292
Ge 2.908 -1.780 -0.287
C 2.320 -3.270 0.866
C 0.978 -3.655 0.904
C 0.542 -4.672 1.746
C 1.442 -5.316 2.584
C 2.780 -4.942 2.568
C 3.210 -3.934 1.713
C 4.904 -1.816 -0.192
C 5.572 -0.756 0.420
C 6.961 -0.726 0.496
C 7.710 -1.766 -0.039
C 7.062 -2.831 -0.653
C 5.675 -2.848 -0.729
C 2.610 -2.372 -2.170
C 1.659 -3.319 -2.546
C 1.401 -3.594 -3.886
C 2.098 -2.927 -4.883
C 3.049 -1.975 -4.530
C 3.292 -1.704 -3.190
H 2.618 0.651 -0.429
H 0.239 -3.176 0.273
H -0.507 -4.947 1.734
H 1.104 -6.107 3.245
H 3.492 -5.436 3.221
H 4.259 -3.655 1.712
H 4.976 0.047 0.844
H 7.460 0.110 0.974
H 8.793 -1.747 0.021
H 7.640 -3.646 -1.077
H 5.180 -3.679 -1.223
H 1.083 -3.840 -1.788
H 0.642 -4.322 -4.147
H 1.894 -3.134 -5.927
H 3.593 -1.439 -5.300
H 4.028 -0.947 -2.930

As for the total charge: -2. The energy above the lowest of the compared OMol25 structures with the same formula, charge and spin is 0.000 eV. As for the multiplicity: 2. The frontier orbital gap (spin up / spin down) comes out at 3.7 / 5.5 eV. As for the strongest force on any atom: 0.64 eV/Å. The calculation puts the HOMO energy (spin up / spin down) at 0.72 / -1.14 eV.

Here are the Löwdin charges for atoms 1 to 5, given in e:
1. Hg 0.97
2. N 0.06
3. C -0.34
4. C -0.05
5. C -0.06



3.
ORCA calculation (the ωB97M-V functional and the def2-TZVPD basis) on 10 unconnected molecules or ions with the total composition H20O10 in a non-equilibrium geometry.

Positions of all 30 atoms, in Å:
O -1.049 -2.877 0.707
H -1.209 -2.540 1.611
H -1.670 -2.352 0.188
O 2.776 -0.162 2.157
H 3.684 0.180 2.203
H 3.031 -1.053 2.437
O 0.682 -1.350 -0.606
H 0.337 -2.258 -0.679
H 0.994 -1.334 0.312
O -2.606 -0.792 3.045
H -2.218 0.047 3.322
H -2.683 -0.684 2.048
O -0.386 2.272 1.496
H 0.154 1.546 1.052
H -0.466 2.004 2.419
O -2.277 -0.520 -2.056
H -2.371 0.422 -2.227
H -1.354 -0.862 -2.097
O -0.864 2.037 -1.700
H -0.405 1.912 -2.535
H -0.439 2.715 -1.149
O 1.667 -1.133 -3.154
H 1.725 -0.274 -2.697
H 2.434 -1.526 -2.720
O 3.541 2.119 -0.774
H 2.755 2.679 -0.835
H 3.253 1.224 -0.460
O -2.387 0.122 0.716
H -2.782 0.707 0.047
H -1.869 -0.272 -0.073

As for the total charge: -1. The energy above the lowest of the compared OMol25 structures with the same formula, charge and spin is 1.560 eV. As for the multiplicity: 2. The frontier orbital gap (spin up / spin down) comes out at 2.9 / 10.4 eV. As for the strongest force on any atom: 3.77 eV/Å. The calculation puts the HOMO energy (spin up / spin down) at 0.10 / -7.66 eV.

Here are the natural (NBO) charges for atoms 1 to 5, given in e:
1. O -0.98
2. H 0.49
3. H 0.47
4. O -1.04
5. H 0.45



4.
ORCA calculation (the ωB97M-V functional and the def2-TZVPD basis) on 8 unconnected molecules or ions with the total composition C30H41F21O15S in a non-equilibrium geometry.

Positions of all 108 atoms, in Å:
C -30.124 -1.148 -3.100
C -29.010 -0.134 -3.111
O -28.034 -0.624 -2.211
C -27.380 0.218 -1.467
O -27.527 1.409 -1.357
C -26.356 -0.541 -0.509
F -25.427 0.382 -0.220
F -26.911 -0.853 0.724
F -25.843 -1.609 -0.989
H -30.601 -1.163 -2.138
H -29.786 -2.114 -3.368
H -30.873 -0.756 -3.831
H -29.233 0.900 -2.849
H -28.629 -0.141 -4.150
C -21.479 5.937 3.733
C -21.634 4.408 3.993
O -21.059 4.275 5.341
C -20.083 3.434 5.543
O -19.641 2.597 4.787
C -19.599 3.628 7.014
F -20.262 2.824 7.871
F -18.314 3.344 7.069
F -19.717 4.890 7.505
H -20.423 6.229 3.691
H -22.042 6.568 4.389
H -21.804 6.218 2.707
H -21.130 3.757 3.282
H -22.673 4.039 4.042
C -16.417 2.423 3.592
C -16.832 1.106 4.293
O -15.677 0.830 5.276
C -14.761 -0.050 4.940
O -14.583 -0.622 3.879
C -13.721 -0.351 6.111
F -13.889 -1.531 6.613
F -12.499 -0.191 5.596
F -13.880 0.620 7.093
H -15.446 2.240 3.012
H -16.371 3.200 4.359
H -17.096 2.603 2.779
H -16.896 0.186 3.641
H -17.724 1.250 4.935
C -25.104 4.147 7.384
C -24.526 4.685 6.046
O -24.310 6.112 6.091
C -25.262 6.947 5.992
O -26.445 6.779 5.802
C -24.617 8.456 5.918
F -23.873 8.738 7.006
F -23.852 8.591 4.851
F -25.634 9.324 5.926
H -24.458 4.297 8.235
H -25.334 3.093 7.223
H -26.102 4.555 7.569
H -25.170 4.469 5.151
H -23.534 4.268 5.966
C -24.577 3.637 -1.430
C -25.627 3.336 -2.494
O -24.839 2.891 -3.614
C -24.875 1.616 -3.908
O -25.721 0.838 -3.657
C -23.602 1.258 -4.717
F -23.589 1.998 -5.824
F -22.500 1.527 -4.010
F -23.672 0.000 -5.067
H -23.929 2.809 -1.273
H -25.066 3.770 -0.448
H -23.940 4.516 -1.634
H -25.993 4.311 -2.830
H -26.458 2.723 -2.219
C -26.603 1.854 14.282
C -26.700 2.295 12.773
O -25.427 2.069 12.101
C -25.407 1.335 10.972
O -26.238 0.679 10.482
C -23.862 1.268 10.529
F -23.216 2.308 10.891
F -23.345 0.278 11.191
F -23.720 1.065 9.184
H -25.806 2.475 14.735
H -26.413 0.811 14.406
H -27.588 1.878 14.784
H -26.896 3.386 12.679
H -27.530 1.816 12.236
C -26.535 1.403 4.009
C -25.159 1.610 3.539
O -24.497 0.311 3.580
C -23.224 0.476 3.244
O -22.736 1.511 2.908
C -22.434 -0.808 3.178
F -22.017 -1.045 1.928
F -21.475 -0.817 4.088
F -23.238 -1.852 3.547
H -27.194 0.693 3.432
H -27.160 2.340 4.064
H -26.527 1.009 5.014
H -24.491 2.221 4.156
H -25.049 1.898 2.514
C -28.374 6.020 0.728
S -27.915 5.028 2.185
O -26.435 4.816 2.094
C -28.316 6.268 3.440
H -27.775 5.623 -0.002
H -28.096 7.089 0.861
H -29.410 5.943 0.588
H -29.388 6.370 3.499
H -27.888 7.236 3.288
H -27.899 5.828 4.359

As for the total charge: 0. The energy above the lowest of the compared OMol25 structures with the same formula, charge and spin is 1.271 eV. As for the multiplicity: 1. The frontier orbital gap comes out at 9.6 eV. As for the strongest force on any atom: 3.79 eV/Å. The calculation puts the HOMO energy at -9.35 eV.

Here are the Löwdin charges for atoms 1 to 5, given in e:
1. C -0.06
2. C -0.21
3. O 0.05
4. C -0.39
5. O 0.11



5.
ORCA calculation (the ωB97M-V functional and the def2-TZVPD basis) on 2 unconnected molecules or ions with the total composition C4H8N2O2 in a non-equilibrium geometry.

Positions of all 16 atoms, in Å:
C -1.418 -0.283 -0.310
C -4.522 0.560 -0.009
C 0.884 -0.531 0.505
C 0.096 1.576 -0.546
N -1.574 -1.521 0.106
N -0.207 0.245 -0.128
O -4.328 1.524 0.592
O -4.834 -0.471 -0.438
H 1.813 0.023 0.342
H 0.863 -1.400 -0.088
H 0.718 -0.689 1.478
H -0.556 2.194 -1.165
H 1.042 1.628 -1.003
H 0.194 2.266 0.243
H -2.590 -1.847 0.103
H -0.900 -2.079 0.744

As for the total charge: 0. The energy above the lowest of the compared OMol25 structures with the same formula, charge and spin is 2.632 eV. As for the multiplicity: 1. The frontier orbital gap comes out at 8.9 eV. As for the strongest force on any atom: 4.85 eV/Å. The calculation puts the HOMO energy at -8.09 eV.

Here are the natural (NBO) charges for atoms 1 to 5, given in e:
1. C 0.15
2. C 1.04
3. C -0.43
4. C -0.40
5. N -0.84



6.
ORCA calculation (the ωB97M-V functional and the def2-TZVPD basis) on 2 unconnected molecules or ions with the total composition C9H14.

Positions of all 23 atoms, in Å:
C 1.671 -2.808 1.150
C 0.954 -3.567 0.011
H 1.008 -2.275 1.837
H 2.268 -3.519 1.717
H 2.369 -2.099 0.708
H 0.317 -2.911 -0.572
H 0.416 -4.420 0.422
H 1.719 -3.949 -0.668
C -0.395 3.881 -0.361
C 0.432 1.526 -0.164
C -0.610 2.405 -0.422
C 0.264 0.148 -0.051
C -1.008 -0.361 -0.268
C -1.885 1.867 -0.611
C -2.072 0.501 -0.491
H 1.429 1.920 0.023
H 1.090 -0.437 0.316
H 0.529 4.198 -0.842
H -0.290 4.164 0.688
H -1.230 -1.422 -0.297
H -2.699 2.551 -0.828
H -3.081 0.116 -0.509
H -1.196 4.491 -0.790

As for the total charge: 0. The energy above the lowest of the compared OMol25 structures with the same formula, charge and spin is 0.276 eV. As for the multiplicity: 1. The frontier orbital gap comes out at 10.0 eV. As for the strongest force on any atom: 0.94 eV/Å. The calculation puts the HOMO energy at -8.98 eV. The SMILES is Cc1ccccc1.CC.

Here are the natural (NBO) charges for atoms 1 to 5, given in e:
1. C -0.61
2. C -0.60
3. H 0.21
4. H 0.20
5. H 0.20